Below is an isolated molecule of C7H12 at a distorted geometry, with properties calculated with wB97M-V/def2-TZVPD.

Each line ends with the natural charge from an NBO analysis.
Positions of all 19 atoms, in Å:
C1 0.521 0.958 0.744  0.047
C2 0.525 1.911 1.602  -0.437
C3 0.957 -0.364 0.218  -0.283
C4 -0.240 0.262 -0.602  0.062
C5 0.667 -1.730 0.838  -0.633
C6 0.058 0.749 -1.973  -0.631
C7 -1.570 -0.425 -0.345  -0.643
H1 -0.360 2.482 1.669  0.186
H2 1.185 1.969 2.460  0.199
H3 1.844 -0.520 -0.304  0.216
H4 0.487 -1.679 1.979  0.205
H5 1.494 -2.364 0.817  0.211
H6 -0.149 -2.265 0.410  0.208
H7 -0.462 0.141 -2.728  0.208
H8 1.059 0.909 -2.042  0.215
H9 -0.362 1.704 -2.002  0.212
H10 -1.773 -1.124 -1.088  0.217
H11 -2.446 0.264 -0.320  0.217
H12 -1.435 -0.879 0.667  0.227

The orbital gap (alpha / beta) comes out at 5.73 / 6.77 eV. The value obtained for the HOMO energy (alpha / beta) is -4.7 / -8.9 eV. The spin multiplicity is 3. For the LUMO energy (alpha / beta), the calculation gives 1.0 / -2.1 eV.

=====

Below is the ion C7H12 with charge +1 at a distorted geometry, with properties calculated with wB97M-V/def2-TZVPD.

Each line ends with the natural charge from an NBO analysis.
Positions of all 19 atoms, in Å:
C1 -1.786 1.291 0.325  -0.576
C2 -1.040 0.267 1.369  -0.487
C3 0.428 0.107 1.124  0.062
C4 1.302 0.305 2.132  -0.121
C5 0.831 -1.009 -2.463  -0.696
C6 0.379 -1.053 -1.065  0.060
C7 0.861 -0.081 -0.243  -0.176
H1 -2.085 2.069 0.948  0.238
H2 -1.001 1.690 -0.323  0.202
H3 -2.433 0.692 -0.341  0.235
H4 -1.552 -0.706 1.248  0.258
H5 -1.390 0.425 2.381  0.252
H6 1.040 0.191 3.229  0.249
H7 2.356 0.154 1.797  0.215
H8 1.372 -1.982 -2.735  0.285
H9 1.497 -0.149 -2.644  0.236
H10 -0.024 -1.024 -3.215  0.283
H11 -0.441 -1.708 -0.864  0.231
H12 1.686 0.519 -0.660  0.251

The orbital gap (alpha / beta) comes out at 10.27 / 6.77 eV. The value obtained for the HOMO energy (alpha / beta) is -14.7 / -14.8 eV. The spin multiplicity is 2. As for the net charge: +1. For the LUMO energy (alpha / beta), the calculation gives -4.4 / -8.1 eV.

=====

Below is a structure of composition C7H12Ag4Br6O3 at a distorted geometry, with properties calculated with wB97M-V/def2-TZVPD.

Each line ends with the natural charge from an NBO analysis.
Positions of all 32 atoms, in Å:
Ag1 -1.937 1.794 1.797  0.880
Ag2 -2.971 -0.178 -1.761  0.917
Ag3 -0.735 -1.011 4.296  0.920
Ag4 -3.738 -1.430 2.381  0.953
C1 -1.711 -0.684 0.724  0.933
O1 -1.464 -0.634 2.007  -1.037
O2 -2.496 -1.588 0.280  -0.867
O3 -1.344 0.334 0.049  -0.905
Br1 -0.344 3.857 0.575  0.021
C2 -0.695 3.340 -1.257  -0.455
C3 -2.205 3.423 -1.528  -0.413
Br2 -2.456 2.515 -3.281  0.022
H1 -0.340 2.321 -1.320  0.247
H2 -0.273 4.157 -1.833  0.263
H3 -2.514 4.460 -1.595  0.254
H4 -2.765 2.850 -0.794  0.196
Br3 0.710 -3.168 3.087  -0.058
C4 0.540 -3.626 1.173  -0.405
C5 1.812 -3.145 0.487  -0.452
Br4 1.929 -4.007 -1.297  0.032
H5 -0.364 -3.169 0.775  0.227
H6 0.388 -4.699 1.093  0.254
H7 2.674 -3.514 1.032  0.243
H8 1.810 -2.067 0.386  0.222
Br5 3.322 0.002 1.291  0.009
C6 2.084 0.775 -0.022  -0.471
C7 2.253 0.186 -1.397  -0.473
Br6 3.825 0.889 -2.323  0.043
H9 2.224 1.858 -0.026  0.233
H10 1.051 0.704 0.331  0.220
H11 1.345 0.348 -1.979  0.218
H12 2.382 -0.894 -1.349  0.231

The orbital gap comes out at 5.62 eV. The value obtained for the HOMO energy is -14.2 eV. The spin multiplicity is 1. As for the net charge: +2. For the LUMO energy, the calculation gives -8.6 eV.

=====

Below is an isolated molecule of C7H12BN at a distorted geometry, with properties calculated with wB97M-V/def2-TZVPD.

Each line ends with the natural charge from an NBO analysis.
Positions of all 21 atoms, in Å:
B1 -0.932 0.576 -0.486  0.824
C1 -1.997 -1.046 2.105  -0.418
C2 2.104 1.548 -0.386  -0.423
C3 -0.770 -0.752 1.734  -0.191
C4 -0.458 -0.299 0.398  -0.769
C5 1.252 -0.653 -0.300  0.471
C6 -1.210 1.260 -1.805  -1.042
C7 1.401 -2.065 -0.140  -0.696
N1 2.108 0.170 -0.521  -0.439
H1 2.854 1.803 0.461  0.213
H2 -2.234 -1.376 3.050  0.199
H3 -2.658 -0.771 1.334  0.185
H4 2.430 1.988 -1.287  0.207
H5 1.042 1.981 -0.104  0.190
H6 0.016 -0.984 2.472  0.194
H7 -1.121 2.341 -1.910  0.246
H8 -2.192 1.012 -2.123  0.253
H9 -0.378 0.798 -2.433  0.273
H10 1.644 -2.656 -1.118  0.242
H11 2.112 -2.091 0.625  0.240
H12 0.495 -2.407 0.310  0.239

The orbital gap comes out at 8.08 eV. The value obtained for the HOMO energy is -7.6 eV. The spin multiplicity is 1. For the LUMO energy, the calculation gives 0.4 eV.

=====

Taking the records one at a time from the top gives energy above the lowest of the compared OMol25 structures with the same formula, charge and spin values of 121.1 131.1 6.7 485.1 kJ/mol.